{"formula": "C4H2O2", "method": "the ωB97M-V functional and the def2-TZVPD basis", "species": ["O", "C", "C", "C", "C", "O", "H", "H"], "xyz": [[-2.874, -0.436, -0.123], [-1.817, -0.941, -0.414], [-0.547, -0.499, 0.115], [0.531, -0.094, 0.444], [1.925, 1.410, -0.059], [1.687, 0.437, 0.827], [-1.733, -1.779, -1.127], [2.828, 1.902, 0.336]], "homo_lumo_gap_ev": 9.4, "molar_mass_g_mol": 82.06, "e_tot_ev": -8268.6157, "relative_energy_kcal_mol": 90.23, "largest_force_ev_per_a": 0.9}